Below is C5H8N2O in the gas phase in a non-equilibrium geometry, with properties calculated with the ωB97M-V functional and the def2-TZVPD basis.

Values from the calculation:
SMILES string: [H]/N=C(\NC=C)C(C)=O
Max |F| in eV/A: 7.1
Energy above the lowest of the compared OMol25 structures with the same formula, charge and spin in kcal/mol: 116.5
Kohn-Sham gap in eV: 9.2
Energy in eV: -10337.6751

Structure (ORCA input):
```
! wB97M-V def2-TZVPD RIJCOSX def2/J DEFGRID3
* xyz 0 1
H 1.128 -2.904 0.752
N 0.801 -1.858 1.122
C 0.222 -1.127 0.271
N -0.030 -0.971 -1.045
C -0.602 0.250 -1.811
C 0.154 1.460 -1.864
C -0.616 -0.030 1.048
C 0.029 0.647 2.097
O -1.860 -0.031 0.709
H 0.533 -1.514 -1.708
H -0.861 -0.094 -2.912
H 0.854 1.929 -1.240
H -0.108 2.009 -2.781
H 0.785 1.620 1.872
H 0.351 -0.316 2.667
H -0.780 0.930 2.821
*
```

Mulliken atomic charge list, values in e, 8 entries: 0.24, -0.66, 0.55, -0.17, -0.30, -0.57, 0.56, -1.00

Below is C5H8N2O in the gas phase in a non-equilibrium geometry, with properties calculated with the ωB97M-V functional and the def2-TZVPD basis.

Values from the calculation:
SMILES string: C[C@H](C#N)/C(N)=C/O
Max |F| in eV/A: 3.5
Energy above the lowest of the compared OMol25 structures with the same formula, charge and spin in kcal/mol: 82.4
Kohn-Sham gap in eV: 9.1
Energy in eV: -10339.1548

Structure (ORCA input):
```
! wB97M-V def2-TZVPD RIJCOSX def2/J DEFGRID3
* xyz 0 1
C 1.236 1.519 -0.685
C 0.696 0.529 0.339
C 1.612 -0.529 0.655
N 2.302 -1.414 0.910
C -0.644 -0.436 -0.544
N -0.634 -1.802 -0.505
C -1.508 0.298 0.219
O -2.577 -0.191 0.909
H 2.065 2.103 -0.271
H 1.589 0.996 -1.572
H 0.445 2.207 -0.988
H 0.447 1.039 1.273
H 0.146 -2.251 -0.958
H -0.939 -2.311 0.320
H -1.552 1.375 0.174
H -2.684 -1.132 0.723
*
```

Mulliken atomic charge list, values in e, 8 entries: -1.19, 0.30, -0.01, -0.46, 0.20, -0.56, -0.26, -0.52

Below is 2 unconnected molecules or ions with the total composition C5H8N2O in a non-equilibrium geometry, with properties calculated with the ωB97M-V functional and the def2-TZVPD basis.

Values from the calculation:
SMILES string: CN(O)C#N.C#CC
Max |F| in eV/A: 2.7
Energy above the lowest of the compared OMol25 structures with the same formula, charge and spin in kcal/mol: 121.6
Kohn-Sham gap in eV: 9.8
Energy in eV: -10337.4532

Structure (ORCA input):
```
! wB97M-V def2-TZVPD RIJCOSX def2/J DEFGRID3
* xyz 0 1
C -1.966 -0.800 -0.930
N -1.545 -0.136 0.280
O -1.454 -0.904 1.441
C -0.956 1.078 0.244
N -0.881 2.229 0.362
H -1.095 -1.139 -1.501
H -2.532 -0.086 -1.527
H -2.593 -1.656 -0.684
H -0.499 -1.048 1.612
C 1.297 -1.201 0.289
C 1.549 -0.021 0.160
C 2.260 1.236 0.018
H 1.141 -2.243 0.311
H 3.096 1.284 0.714
H 2.608 1.349 -1.009
H 1.570 2.057 0.220
*
```

Mulliken atomic charge list, values in e, 8 entries: -0.84, 0.12, -0.39, 0.41, -0.54, 0.31, 0.34, 0.27

Below is C5H8N2O in the gas phase in a non-equilibrium geometry, with properties calculated with the ωB97M-V functional and the def2-TZVPD basis.

Values from the calculation:
SMILES string: C=CO/C(C=C)=N/N
Max |F| in eV/A: 5.3
Energy above the lowest of the compared OMol25 structures with the same formula, charge and spin in kcal/mol: 130.5
Kohn-Sham gap in eV: 9.2
Energy in eV: -10337.0655

Structure (ORCA input):
```
! wB97M-V def2-TZVPD RIJCOSX def2/J DEFGRID3
* xyz 0 1
C 2.067 2.200 -1.159
C 1.380 1.113 -1.152
O 0.110 1.151 -0.541
C -0.202 -0.060 0.032
C -1.543 -0.088 0.634
C -1.587 -0.417 1.941
N 0.304 -1.255 -0.169
N -0.480 -2.279 0.230
H 1.607 2.954 -0.430
H 2.793 2.438 -1.978
H 1.667 0.226 -1.560
H -2.480 0.122 0.133
H -0.412 -0.508 2.447
H -2.710 -0.827 2.281
H -0.925 -2.201 1.093
H 0.129 -3.164 0.140
*
```

Mulliken atomic charge list, values in e, 8 entries: -0.59, -0.10, -0.36, 0.64, -0.37, -0.70, -0.26, -0.51

Below is C5H8N2O in the gas phase in a non-equilibrium geometry, with properties calculated with the ωB97M-V functional and the def2-TZVPD basis.

Values from the calculation:
SMILES string: [H]/N=C\N1CC[C@H]1C=O
Max |F| in eV/A: 7.5
Energy above the lowest of the compared OMol25 structures with the same formula, charge and spin in kcal/mol: 119.6
Kohn-Sham gap in eV: 9.0
Energy in eV: -10337.5400

Structure (ORCA input):
```
! wB97M-V def2-TZVPD RIJCOSX def2/J DEFGRID3
* xyz 0 1
H -3.019 -0.449 0.795
N -2.552 -1.335 0.265
C -1.382 -1.286 -0.246
N -0.494 -0.214 -0.461
C -0.692 1.196 -0.015
C 0.974 1.323 0.043
C 1.031 -0.073 -0.540
C 1.834 -0.780 0.437
O 2.530 -1.746 -0.068
H -1.297 -2.319 -0.919
H -1.339 1.690 -0.876
H -1.381 1.481 1.035
H 1.388 2.154 -0.518
H 1.548 1.285 1.018
H 1.177 -0.328 -1.541
H 1.674 -0.600 1.592
*
```

Mulliken atomic charge list, values in e, 8 entries: 0.22, -0.56, 0.08, 0.04, -0.57, -0.65, 0.23, -0.22

Below is C5H8N2O in the gas phase in a non-equilibrium geometry, with properties calculated with the ωB97M-V functional and the def2-TZVPD basis.

Values from the calculation:
SMILES string: NCc1[nH]ccc1O
Max |F| in eV/A: 3.3
Energy above the lowest of the compared OMol25 structures with the same formula, charge and spin in kcal/mol: 31.7
Kohn-Sham gap in eV: 8.5
Energy in eV: -10341.3518

Structure (ORCA input):
```
! wB97M-V def2-TZVPD RIJCOSX def2/J DEFGRID3
* xyz 0 1
N 2.718 -0.109 -0.109
C 1.508 -0.919 0.105
C 0.133 -0.423 0.001
N -0.856 -1.349 -0.023
C -2.112 -0.704 -0.058
C -1.862 0.612 0.065
C -0.439 0.810 0.068
O 0.230 1.976 -0.056
H 2.958 0.492 0.702
H 2.543 0.493 -0.926
H 1.605 -1.484 1.075
H 1.442 -1.758 -0.567
H -0.809 -2.386 -0.037
H -3.051 -1.239 -0.217
H -2.619 1.372 -0.008
H -0.318 2.647 0.270
*
```

Mulliken atomic charge list, values in e, 8 entries: -0.60, -0.89, -0.27, -0.08, -0.56, -0.72, 1.13, -0.52

Below is a molecular structure, C5H8N2O in a non-equilibrium geometry, with properties calculated with the ωB97M-V functional and the def2-TZVPD basis.

Values from the calculation:
Max |F| in eV/A: 4.7
Energy above the lowest of the compared OMol25 structures with the same formula, charge and spin in kcal/mol: 91.0
Kohn-Sham gap in eV: 8.9
Energy in eV: -10338.7815

Structure (ORCA input):
```
! wB97M-V def2-TZVPD RIJCOSX def2/J DEFGRID3
* xyz 0 1
C 1.263 1.316 -1.435
C -0.508 -1.175 0.206
C -1.363 0.014 -0.012
C -0.213 0.708 0.634
C 0.047 -0.560 1.520
H 0.458 2.028 -1.684
H 1.366 -1.414 -0.860
H -0.972 -2.102 0.113
H -1.441 0.055 -1.082
H -2.287 0.110 0.535
H -0.281 1.683 1.187
H 1.042 -0.804 1.846
H -0.702 -0.645 2.366
N 0.827 0.427 -0.413
N 0.498 -0.831 -0.816
O 2.265 1.190 -2.105
*
```

Mulliken atomic charge list, values in e, 8 entries: 0.06, -0.25, -0.78, -0.27, -0.60, 0.32, 0.23, 0.52

Below is C5H8N2O in the gas phase in a non-equilibrium geometry, with properties calculated with the ωB97M-V functional and the def2-TZVPD basis.

Values from the calculation:
SMILES string: [H]/N=C1\C(=O)CCN1C
Max |F| in eV/A: 8.3
Energy above the lowest of the compared OMol25 structures with the same formula, charge and spin in kcal/mol: 69.6
Kohn-Sham gap in eV: 9.2
Energy in eV: -10339.7086

Structure (ORCA input):
```
! wB97M-V def2-TZVPD RIJCOSX def2/J DEFGRID3
* xyz 0 1
H 0.880 2.343 0.269
N -0.053 2.002 0.221
C 0.059 0.759 -0.109
C 1.214 -0.108 -0.166
O 2.336 0.417 0.002
C 0.901 -1.453 -0.064
C -0.635 -1.446 0.339
N -1.014 -0.087 -0.304
C -2.288 0.233 -0.085
H 1.638 -2.108 0.420
H 0.968 -1.898 -1.135
H -0.579 -1.457 1.577
H -1.273 -2.329 0.049
H -2.474 0.526 1.013
H -2.894 -0.767 -0.403
H -2.993 1.044 -0.701
*
```

Mulliken atomic charge list, values in e, 8 entries: 0.27, -0.73, 0.25, 0.71, -0.61, -0.60, -0.58, 0.03

Below is C5H8N2O2 in the gas phase in a non-equilibrium geometry, with properties calculated with the ωB97M-V functional and the def2-TZVPD basis.

Values from the calculation:
Max |F| in eV/A: 5.6
Energy above the lowest of the compared OMol25 structures with the same formula, charge and spin in kcal/mol: 139.6
Kohn-Sham gap in eV: 9.2
Energy in eV: -12384.8811

Structure (ORCA input):
```
! wB97M-V def2-TZVPD RIJCOSX def2/J DEFGRID3
* xyz 0 1
C -0.148 1.650 -0.320
C 0.757 0.757 -1.115
C 1.481 -0.138 -0.139
C -0.930 0.887 0.525
C 0.437 -1.246 0.156
N -2.807 0.159 1.867
N -1.802 0.622 1.298
O -0.011 2.857 -0.383
O 0.384 -1.905 -1.129
H 0.058 0.149 -1.653
H 1.324 1.373 -1.801
H 2.311 -0.848 -0.374
H 1.770 0.541 0.710
H 0.776 -2.054 0.813
H -0.502 -0.925 0.355
H -3.432 0.958 2.253
H 0.334 -2.837 -1.064
*
```

Mulliken atomic charge list, values in e, 8 entries: 0.26, -0.63, -0.62, 0.58, -0.60, -1.07, 0.55, -0.59

Below is C5H8N2O2S in the gas phase in a non-equilibrium geometry, with properties calculated with the ωB97M-V functional and the def2-TZVPD basis.

Values from the calculation:
Max |F| in eV/A: 5.2
Energy above the lowest of the compared OMol25 structures with the same formula, charge and spin in kcal/mol: 114.4
Kohn-Sham gap in eV: 10.2
Energy in eV: -23221.1382

Structure (ORCA input):
```
! wB97M-V def2-TZVPD RIJCOSX def2/J DEFGRID3
* xyz 0 1
C -0.814 -0.226 0.138
C 1.135 1.056 0.994
C 0.959 1.374 -0.452
C 0.632 -0.029 -0.015
C 1.614 -1.030 -0.286
N -1.694 0.767 0.419
N -1.381 -1.431 0.105
O -3.694 0.378 -1.087
O -2.800 -1.445 0.326
S -3.213 0.288 0.264
H 2.143 1.061 1.394
H 0.600 1.695 1.662
H 0.070 1.963 -0.713
H 1.807 1.520 -1.235
H 2.676 -0.686 -0.137
H 1.398 -1.054 -1.346
H 1.597 -1.934 0.241
H -1.034 -2.266 -0.274
*
```

Mulliken atomic charge list, values in e, 8 entries: 0.11, -0.94, -0.50, 1.34, -1.72, -0.42, 0.00, -0.52